(1)
DFT (the ωB97M-V functional and the def2-TZVPD basis) results for a 2-piece molecular cluster, C2H5O2 overall.

Atoms and positions in Å:
O (1.30, 0.07, -0.24)
C (0.43, 0.90, -0.78)
O (-0.80, 1.03, -0.39)
H (0.77, 1.38, -1.66)
C (-0.73, -1.55, 1.13)
H (-0.53, -2.49, 0.62)
H (-1.10, -0.82, 0.39)
H (0.16, -1.24, 1.66)
H (-1.52, -1.73, 1.88)

Computed properties:
Lowest unoccupied orbital energy = 4.723 eV
Largest force on an atom = 0.1025 hartree/bohr
Multiplicity = 1
Relative energy (zero: lowest compared OMol25 entry of this formula, charge and spin) = 29.4 kJ/mol
Electronic energy = -6250.8342 eV
Charge = -1

***

(2)
DFT (the ωB97M-V functional and the def2-TZVPD basis) results for C20H21N3O4Ti as an isolated structure.

Atoms and positions in Å:
C (-4.66, 0.25, -0.74)
C (-4.72, 1.55, -1.58)
H (-4.76, -0.63, -1.38)
H (-5.54, 0.28, -0.09)
H (-3.78, 0.14, -0.10)
H (-3.95, 1.68, -2.32)
H (-5.68, 1.51, -2.10)
H (-4.75, 2.43, -0.93)
C (0.31, -2.52, -1.07)
C (1.08, -3.63, -1.37)
C (2.21, -3.51, -2.18)
C (2.54, -2.27, -2.70)
H (-0.59, -2.53, -0.44)
H (0.79, -4.59, -0.95)
H (2.80, -4.39, -2.42)
H (3.41, -2.15, -3.35)
N (0.64, -1.30, -1.58)
C (1.75, -1.16, -2.38)
C (2.01, 0.20, -2.80)
N (1.23, 1.17, -2.22)
C (1.42, 2.48, -2.53)
C (3.18, 1.87, -4.07)
C (2.37, 2.85, -3.47)
H (0.77, 3.17, -1.98)
H (2.49, 3.90, -3.71)
C (3.00, 0.55, -3.72)
H (3.60, -0.25, -4.13)
H (3.95, 2.15, -4.79)
Ti (-0.23, 0.40, -1.01)
C (-1.86, 0.63, -2.02)
H (-1.81, 0.69, -3.11)
H (-2.14, 1.61, -1.59)
H (-2.54, -0.16, -1.67)
O (-0.51, 2.21, 1.54)
C (-0.16, 1.05, 1.80)
O (-0.12, 0.09, 0.88)
C (0.25, 0.54, 3.15)
C (0.96, -0.66, 3.29)
C (1.23, -1.19, 4.54)
C (0.76, -0.52, 5.69)
C (0.06, 0.69, 5.56)
C (-0.19, 1.22, 4.30)
N (0.98, -1.11, 6.98)
O (1.59, -2.20, 7.05)
O (0.53, -0.52, 7.98)
H (1.29, -1.22, 2.41)
H (1.79, -2.11, 4.65)
H (-0.28, 1.21, 6.46)
H (-0.77, 2.14, 4.19)

Computed properties:
Lowest unoccupied orbital energy (spin up / spin down) = -1.064 / -1.064 eV
Largest force on an atom = 0.0659 hartree/bohr
Multiplicity = 3
Relative energy (zero: lowest compared OMol25 entry of this formula, charge and spin) = 0.0 kJ/mol
Electronic energy = -56853.7771 eV
Expectation value of S² = 2.0194

***

(3)
DFT (the ωB97M-V functional and the def2-TZVPD basis) results for a 4-piece molecular cluster, C3H12O5 overall.

Atoms and positions in Å:
O (-0.01, 0.89, -1.67)
C (-1.19, 0.98, -0.92)
C (-0.94, 1.38, 0.49)
C (-0.90, 0.52, 1.68)
O (0.39, -0.14, 1.80)
H (-1.93, 1.70, -1.30)
H (-0.63, 2.40, 0.70)
H (-1.70, 0.01, -0.82)
H (-0.97, 1.10, 2.60)
H (-1.65, -0.27, 1.69)
H (0.77, -0.23, 0.90)
H (-1.05, -2.17, 0.43)
H (0.09, -1.79, -0.60)
O (-0.79, -1.47, -0.17)
H (1.31, -1.77, -1.97)
H (1.87, -0.63, -0.73)
O (1.60, -1.96, -1.07)
H (0.64, 0.92, -0.94)
H (2.88, 0.18, 0.29)
O (2.20, 0.33, -0.40)

Computed properties:
Lowest unoccupied orbital energy = -4.048 eV
Largest force on an atom = 0.0535 hartree/bohr
Multiplicity = 1
Relative energy (zero: lowest compared OMol25 entry of this formula, charge and spin) = 630.5 kJ/mol
Electronic energy = -13537.3209 eV

***

(4)
DFT (the ωB97M-V functional and the def2-TZVPD basis) results for C15H35BrN2O7S as an isolated structure.

Atoms and positions in Å:
C (5.54, -3.41, -2.29)
C (5.63, -4.68, -2.72)
C (5.56, -5.86, -1.78)
O (4.25, -6.44, -1.93)
S (3.08, -6.01, -0.91)
O (3.44, -4.79, -0.23)
O (2.04, -5.63, -2.16)
Br (0.94, -4.22, -1.84)
H (6.10, -3.06, -1.42)
H (4.90, -2.70, -2.80)
H (5.77, -4.91, -3.77)
H (6.26, -6.65, -2.07)
H (5.78, -5.58, -0.75)
C (0.87, 3.01, 1.71)
O (2.07, 2.40, 1.29)
C (2.89, 1.88, 2.33)
C (2.90, 0.37, 2.29)
N (1.60, -0.17, 2.68)
C (1.43, -1.60, 2.44)
C (1.45, -2.08, 0.99)
O (0.34, -1.64, 0.22)
C (0.48, -0.37, -0.37)
H (0.41, 3.46, 0.84)
H (0.17, 2.29, 2.14)
H (1.06, 3.80, 2.45)
H (2.55, 2.24, 3.31)
H (3.90, 2.25, 2.16)
H (3.66, -0.01, 2.97)
H (3.19, 0.07, 1.27)
H (0.87, 0.33, 2.18)
H (0.46, -1.89, 2.87)
H (2.20, -2.14, 3.00)
H (1.38, -3.17, 1.01)
H (2.39, -1.85, 0.48)
H (1.52, -0.14, -0.63)
H (0.09, 0.43, 0.27)
H (-0.11, -0.36, -1.29)
C (-1.68, 3.57, -1.53)
O (-2.20, 3.47, -0.22)
C (-3.28, 4.36, 0.05)
C (-4.56, 3.57, 0.24)
N (-5.00, 2.97, -1.01)
C (-6.09, 2.01, -0.87)
C (-5.82, 0.74, -0.07)
O (-4.89, -0.14, -0.67)
C (-3.53, 0.12, -0.38)
H (-0.78, 2.96, -1.57)
H (-2.38, 3.20, -2.28)
H (-1.41, 4.60, -1.78)
H (-3.39, 5.10, -0.75)
H (-3.05, 4.89, 0.98)
H (-5.34, 4.24, 0.61)
H (-4.37, 2.82, 1.02)
H (-4.21, 2.50, -1.44)
H (-6.38, 1.71, -1.88)
H (-6.95, 2.52, -0.43)
H (-6.76, 0.18, -0.02)
H (-5.53, 0.95, 0.97)
H (-3.40, 0.55, 0.62)
H (-3.07, 0.79, -1.12)
H (-2.99, -0.83, -0.42)

Computed properties:
Lowest unoccupied orbital energy = -0.386 eV
Largest force on an atom = 0.0316 hartree/bohr
Multiplicity = 1
Electronic energy = -114306.0613 eV

***

(5)
DFT (the ωB97M-V functional and the def2-TZVPD basis) results for C31H36BF3N6O5RuSSb as an isolated structure.

Atoms and positions in Å:
Ru (0.17, 0.31, 0.33)
O (3.15, -1.63, -0.05)
C (3.42, -0.27, 0.13)
O (2.49, 0.53, 0.41)
C (4.77, 0.08, -0.03)
C (5.16, 1.43, 0.23)
C (6.47, 1.80, 0.21)
C (7.46, 0.84, -0.09)
C (7.09, -0.48, -0.42)
C (5.78, -0.85, -0.39)
N (8.82, 1.20, -0.03)
O (9.11, 2.36, 0.30)
O (9.67, 0.35, -0.30)
H (4.38, 2.15, 0.47)
H (6.78, 2.81, 0.43)
H (7.87, -1.18, -0.69)
H (5.49, -1.86, -0.64)
C (1.95, 3.29, -3.01)
N (0.83, 3.11, -2.10)
C (-0.07, 2.05, -2.52)
C (0.99, 3.35, -0.77)
N (0.40, 2.62, 0.14)
N (1.78, 4.43, -0.45)
C (2.36, 4.52, 0.87)
C (1.59, 5.70, -1.13)
H (2.37, 2.32, -3.29)
H (2.74, 3.87, -2.55)
H (1.62, 3.80, -3.92)
H (-0.35, 2.21, -3.56)
H (-0.97, 2.05, -1.90)
H (0.40, 1.07, -2.43)
H (0.50, 3.02, 1.06)
H (1.68, 4.97, 1.61)
H (3.26, 5.13, 0.81)
H (2.64, 3.52, 1.20)
H (0.93, 5.58, -1.98)
H (2.55, 6.11, -1.47)
H (1.14, 6.43, -0.45)
F (2.30, -3.71, 0.44)
B (2.35, -2.41, 0.68)
F (1.71, -2.01, 1.80)
S (-0.23, -1.44, -1.34)
Sb (-2.38, -1.86, -0.45)
C (-3.73, -1.42, -2.03)
C (-4.26, -0.13, -2.11)
C (-5.18, 0.17, -3.11)
C (-5.57, -0.80, -4.02)
C (-5.03, -2.08, -3.94)
C (-4.10, -2.39, -2.96)
C (-2.10, -3.97, -0.11)
C (-1.26, -4.22, 0.98)
C (-0.99, -5.52, 1.37)
C (-1.57, -6.58, 0.67)
C (-2.40, -6.33, -0.40)
C (-2.67, -5.03, -0.79)
C (-3.55, -1.52, 1.31)
C (-4.92, -1.50, 1.13)
C (-5.75, -1.33, 2.23)
C (-5.21, -1.20, 3.50)
C (-3.84, -1.22, 3.67)
C (-3.00, -1.38, 2.58)
H (-3.95, 0.62, -1.40)
H (-5.60, 1.17, -3.16)
H (-6.29, -0.56, -4.79)
H (-5.33, -2.84, -4.65)
H (-3.67, -3.37, -2.92)
H (-0.81, -3.40, 1.52)
H (-0.34, -5.70, 2.21)
H (-1.36, -7.60, 0.98)
H (-2.85, -7.16, -0.95)
H (-3.34, -4.86, -1.63)
H (-5.34, -1.61, 0.14)
H (-6.83, -1.30, 2.09)
H (-5.86, -1.09, 4.36)
H (-3.41, -1.12, 4.66)
H (-1.92, -1.39, 2.72)
F (-2.18, 0.47, 0.06)
N (-1.49, 1.76, 2.63)
C (-0.55, 0.98, 3.22)
N (-0.18, 1.30, 4.49)
O (-0.07, -0.01, 2.65)
H (-1.99, 2.46, 3.14)
H (-1.88, 1.42, 1.75)
H (-0.41, 2.19, 4.90)
H (0.64, 0.83, 4.84)

Computed properties:
Lowest unoccupied orbital energy (spin up / spin down) = -0.092 / -0.697 eV
Largest force on an atom = 0.0232 hartree/bohr
Multiplicity = 6
Relative energy (zero: lowest compared OMol25 entry of this formula, charge and spin) = 183.8 kJ/mol
Electronic energy = -80694.2183 eV
Expectation value of S² = 8.7891

***

(6)
DFT (the ωB97M-V functional and the def2-TZVPD basis) results for C24H32NOPPdS2Si as an isolated structure.

Atoms and positions in Å:
Pd (0.33, 0.75, 0.56)
C (1.00, -2.62, 6.02)
C (0.80, -1.88, 4.74)
C (1.64, -0.84, 4.34)
C (1.39, -0.16, 3.17)
N (0.37, -0.45, 2.34)
C (-0.43, -1.46, 2.72)
C (-0.26, -2.18, 3.88)
H (2.03, -2.54, 6.38)
H (0.75, -3.68, 5.91)
H (0.34, -2.21, 6.79)
H (2.48, -0.55, 4.95)
H (2.03, 0.66, 2.88)
H (-1.25, -1.70, 2.07)
H (-0.95, -2.98, 4.12)
C (2.30, -2.33, 0.60)
Si (2.19, -0.75, -0.37)
C (3.43, 0.49, 0.23)
C (2.35, -1.02, -2.18)
H (3.30, -2.71, 0.36)
H (1.59, -3.11, 0.31)
H (2.26, -2.19, 1.68)
H (4.38, -0.05, 0.31)
H (3.22, 0.93, 1.21)
H (3.56, 1.30, -0.49)
H (3.35, -1.45, -2.31)
H (2.31, -0.09, -2.75)
H (1.64, -1.72, -2.63)
C (-1.00, -2.34, -0.79)
P (-0.78, -0.57, -1.07)
C (-2.33, 0.26, -0.62)
C (-3.13, -0.19, 0.43)
C (-4.27, 0.51, 0.78)
C (-4.62, 1.66, 0.10)
C (-3.83, 2.12, -0.95)
C (-2.69, 1.43, -1.31)
C (-0.60, -0.44, -2.85)
C (-1.00, -1.48, -3.70)
C (-0.90, -1.32, -5.07)
C (-0.41, -0.14, -5.60)
C (-0.01, 0.90, -4.77)
C (-0.11, 0.73, -3.39)
H (-1.89, -2.66, -1.34)
H (-1.15, -2.59, 0.25)
H (-0.13, -2.89, -1.17)
H (-2.90, -1.10, 0.96)
H (-4.90, 0.14, 1.59)
H (-5.52, 2.20, 0.38)
H (-4.11, 3.01, -1.49)
H (-2.10, 1.78, -2.14)
H (-1.39, -2.41, -3.31)
H (-1.21, -2.12, -5.72)
H (-0.33, -0.02, -6.67)
H (0.37, 1.82, -5.18)
H (0.19, 1.49, -2.71)
C (0.73, 5.65, -0.37)
O (0.42, 4.83, 0.80)
C (0.37, 3.56, 0.69)
S (0.64, 2.65, -0.72)
S (-0.01, 2.57, 2.01)
H (0.58, 6.67, -0.05)
H (0.05, 5.39, -1.18)
H (1.77, 5.48, -0.65)

Computed properties:
Lowest unoccupied orbital energy = -7.203 eV
Largest force on an atom = 0.0134 hartree/bohr
Multiplicity = 1
Relative energy (zero: lowest compared OMol25 entry of this formula, charge and spin) = 56.9 kJ/mol
Electronic energy = -71249.5677 eV
Charge = +2